Computed, not measured: a molecular structure, C49H95Hf2N9O15S in a non-equilibrium geometry, with wB97M-V/def2-TZVPD.

```
! wB97M-V def2-TZVPD RIJCOSX def2/J DEFGRID3
* xyz 4 1
Hf -20.377 10.335 -10.706
Hf -18.985 9.087 -19.661
C -17.677 5.171 -16.565
C -16.932 5.360 -17.933
C -16.167 4.075 -18.199
C -17.075 2.870 -18.509
C -17.928 3.208 -19.760
C -18.709 4.582 -19.560
N -17.809 5.650 -19.092
O -18.370 6.839 -19.134
C -19.999 4.264 -18.730
C -19.129 4.897 -20.986
C -15.875 6.447 -17.799
H -18.273 4.273 -16.412
H -18.466 5.926 -16.483
H -16.875 5.286 -15.840
H -15.497 3.858 -17.367
H -15.548 4.179 -19.094
H -17.666 2.590 -17.638
H -16.449 2.038 -18.831
H -18.609 2.379 -19.951
H -17.275 3.270 -20.631
H -20.840 3.915 -19.321
H -20.212 5.223 -18.247
H -19.711 3.574 -17.939
H -18.224 5.140 -21.545
H -19.746 5.799 -21.074
H -19.737 4.120 -21.445
H -15.150 6.506 -18.611
H -15.190 6.157 -16.999
H -16.377 7.383 -17.559
C -16.153 11.760 -9.406
C -16.788 12.921 -10.288
C -15.855 14.130 -10.531
C -14.801 13.758 -11.561
C -15.527 13.327 -12.851
C -16.449 12.128 -12.681
N -17.349 12.381 -11.533
O -18.587 11.796 -11.426
C -15.573 10.831 -12.616
C -17.257 11.991 -13.969
C -17.825 13.496 -9.260
H -15.364 11.228 -9.945
H -16.934 11.026 -9.213
H -15.574 11.992 -8.510
H -15.562 14.488 -9.546
H -16.429 14.937 -10.999
H -14.292 12.914 -11.088
H -14.164 14.636 -11.653
H -14.802 13.019 -13.607
H -15.961 14.278 -13.168
H -14.921 10.864 -11.744
H -14.907 10.815 -13.481
H -16.132 9.899 -12.537
H -18.032 12.764 -13.922
H -17.838 11.074 -14.092
H -16.754 12.165 -14.922
H -18.509 12.732 -8.889
H -18.414 14.255 -9.785
H -17.335 13.998 -8.429
C -19.697 9.240 -15.048
C -20.161 9.685 -13.779
C -20.981 11.037 -13.709
O -21.192 11.420 -12.555
C -21.320 11.596 -14.957
C -20.782 11.235 -16.158
C -19.925 9.972 -16.188
O -19.429 9.535 -17.269
O -21.191 11.796 -17.213
O -20.027 9.162 -12.639
H -19.136 8.316 -15.011
H -22.173 12.262 -14.916
C -21.320 13.586 -7.843
C -21.584 13.334 -9.316
O -21.022 12.358 -9.869
N -22.206 14.294 -9.990
C -22.707 14.308 -11.348
H -22.167 14.218 -7.564
H -20.445 14.131 -7.491
H -21.374 12.666 -7.264
H -22.011 15.192 -9.566
H -21.997 13.786 -11.993
H -22.669 15.302 -11.793
H -23.736 13.957 -11.382
C -16.366 8.229 -9.354
C -17.187 8.377 -10.628
O -18.213 9.054 -10.649
N -16.737 7.557 -11.591
C -17.454 7.304 -12.830
H -16.452 9.094 -8.697
H -15.298 8.103 -9.514
H -16.868 7.416 -8.826
H -15.773 7.266 -11.611
H -18.529 7.398 -12.702
H -17.235 6.291 -13.164
H -17.148 8.032 -13.586
C -22.624 6.518 -20.045
C -22.278 7.638 -19.079
O -21.107 8.055 -19.053
N -23.214 7.913 -18.160
C -22.895 8.809 -17.059
H -23.667 6.598 -20.366
H -22.502 5.571 -19.522
H -22.173 6.496 -21.036
H -23.966 7.262 -17.997
H -23.863 9.216 -16.750
H -22.455 9.695 -17.514
H -22.457 8.382 -16.158
C -25.431 14.530 -15.952
C -24.181 15.076 -15.272
O -24.321 15.826 -14.310
N -22.972 14.728 -15.734
C -21.743 15.055 -15.093
H -25.363 14.825 -17.002
H -26.414 14.776 -15.569
H -25.337 13.438 -15.938
H -23.037 14.007 -16.438
H -21.592 14.535 -14.139
H -21.511 16.087 -14.830
H -20.877 14.692 -15.647
C -15.136 9.998 -16.973
C -16.127 10.533 -18.003
O -16.898 9.703 -18.552
N -16.162 11.804 -18.347
C -15.410 12.969 -17.909
H -15.076 10.581 -16.059
H -14.224 9.869 -17.557
H -15.570 9.022 -16.773
H -16.698 11.967 -19.190
H -14.701 12.787 -17.104
H -16.108 13.738 -17.579
H -14.866 13.411 -18.744
C -20.187 6.174 -8.607
C -20.482 6.609 -10.023
O -20.527 7.832 -10.263
N -20.635 5.665 -10.928
C -21.028 5.904 -12.320
H -20.778 6.870 -8.013
H -19.154 6.296 -8.281
H -20.396 5.118 -8.442
H -20.641 4.730 -10.552
H -22.098 5.696 -12.390
H -20.628 5.091 -12.927
H -20.676 6.877 -12.645
C -24.211 8.775 -12.555
C -23.767 9.660 -11.404
O -22.545 9.644 -11.056
N -24.609 10.384 -10.724
C -24.381 11.238 -9.577
H -24.671 7.887 -12.117
H -23.417 8.489 -13.236
H -25.022 9.314 -13.048
H -25.582 10.268 -10.984
H -25.298 11.704 -9.231
H -23.698 11.960 -10.027
H -23.950 10.690 -8.738
C -22.530 13.496 -21.644
C -22.084 12.503 -22.722
C -21.623 11.133 -22.180
S -21.959 11.228 -20.384
O -20.769 10.604 -19.734
O -23.283 10.745 -20.076
C -21.972 13.026 -20.237
H -23.613 13.548 -21.531
H -22.182 14.486 -21.925
H -21.117 12.940 -22.977
H -22.760 12.476 -23.571
H -20.536 11.058 -22.220
H -22.077 10.239 -22.602
H -20.961 13.415 -20.099
H -22.483 13.294 -19.314
*
```

Values from the calculation:
molar mass = 1439.4 g/mol
HOMO = -13.68 eV

Here are the Löwdin charges for atoms 1 to 6, given in e: 2.15, 2.07, 0.01, -0.47, -0.14, -0.15